Entry from the OMol25 dataset: a cluster of 11 separate species, C36H60O33 in total (ωB97M-V with the def2-TZVPD basis set).

```
129
Properties=species:S:1:pos:R:3:forces:R:3
C 5.9924 -1.9517 3.5323 0.73 -1.27 0.64
C 4.5341 -2.2698 3.4699 0.08 3.61 0.52
C 3.7446 -1.2574 2.6015 0.04 0.43 1.99
O 2.9175 -2.0960 1.8452 -0.77 0.64 -1.02
C 3.1903 -3.3766 2.0983 -0.77 -0.99 -1.41
O 2.5920 -4.2880 1.5903 0.40 0.51 0.53
O 4.2338 -3.4767 2.8963 0.45 -2.10 0.19
H 6.5138 -2.1093 2.5882 -0.01 0.13 0.04
H 6.3296 -2.6620 4.2872 0.77 -0.22 -0.22
H 6.2529 -0.9950 3.9851 -0.48 0.27 -0.35
H 4.1688 -2.1953 4.4942 -0.37 -0.49 0.01
H 4.3674 -0.5273 2.0847 -0.04 -0.62 -0.83
H 3.1151 -0.6747 3.2740 -0.22 0.10 -0.06
C -0.5800 -0.4986 2.7081 0.47 0.03 0.75
C -0.5350 -0.8958 4.2051 -1.34 1.43 -1.83
C -1.2046 -2.1925 4.5053 -1.51 0.05 -0.36
O -0.2721 -2.8159 5.3255 -2.04 -3.00 1.57
C 0.8610 -2.2179 5.4053 4.52 -2.24 -1.05
O 1.8997 -2.7756 5.8289 -3.23 2.86 -0.79
O 0.7758 -1.1352 4.6092 2.24 1.42 0.83
H 0.0287 -1.1784 2.1120 -0.23 -0.24 -0.02
H -0.1569 0.4877 2.5178 -0.01 0.06 0.35
H -1.6003 -0.4480 2.3277 -0.01 -0.31 0.06
H -1.0257 -0.1019 4.7681 0.46 0.26 0.39
H -1.4588 -2.7162 3.5838 0.62 -0.68 0.02
H -2.1539 -2.1269 5.0370 0.10 0.27 0.19
C 2.3353 -8.2688 0.6020 -1.34 -0.33 0.02
C 1.6976 -7.1006 -0.1718 1.16 -0.62 -0.99
O 0.2748 -7.2743 -0.3662 0.13 -0.51 1.26
C -0.5931 -6.2829 -0.1865 -1.42 -0.61 -0.51
O -1.7775 -6.5093 -0.0324 1.24 0.69 0.16
O -0.0055 -5.1127 -0.4117 -0.34 1.55 1.39
C -0.6968 -3.8512 -0.0469 -0.05 -0.41 -2.34
H 1.9549 -8.2603 1.6235 0.32 0.18 0.19
H 3.4248 -8.2981 0.5895 -0.10 0.52 -0.02
H 2.0063 -9.2360 0.2221 -0.07 0.03 -0.33
H 2.0158 -7.1375 -1.2137 0.72 0.20 0.06
H 2.0383 -6.1684 0.2787 -0.74 0.12 -0.06
H -0.3213 -3.2296 -0.8597 0.23 0.50 0.47
H -0.5118 -3.3965 0.9263 0.37 -0.77 0.04
H -1.7563 -3.9074 -0.2969 -0.10 -0.46 0.53
C -1.6845 -0.1081 -2.6251 -0.93 -0.15 -1.62
O -0.5089 0.5697 -2.2858 1.75 1.00 2.42
C -0.1249 0.6974 -0.9512 -2.20 -1.50 -1.72
O -0.7515 0.2563 -0.0213 0.37 0.31 -0.28
O 1.0245 1.3120 -0.9314 0.65 0.90 -0.59
C 1.8566 1.2183 0.1911 1.36 -0.53 1.57
H -1.9283 -1.0205 -2.0809 0.25 0.26 0.15
H -1.5286 -0.3172 -3.6834 0.23 -0.75 0.08
H -2.5385 0.5585 -2.7452 -0.09 0.14 1.06
H 2.5242 2.0726 0.3031 -0.43 0.23 -0.62
H 2.5269 0.3631 0.1048 -0.04 -0.17 -0.36
H 1.3999 1.0798 1.1710 -0.78 0.14 -0.34
C 2.5452 7.6154 -2.2102 -1.65 -1.06 0.70
O 1.7251 7.0055 -3.3097 2.01 1.73 -0.47
C 0.8627 6.0597 -3.1408 -3.02 -4.36 -1.14
O 0.3583 5.2995 -4.0314 2.32 3.16 2.82
O 0.5039 5.9201 -1.8434 1.14 0.97 1.37
C -0.0022 4.6843 -1.3593 -0.84 -1.44 -2.04
H 3.0693 6.8408 -1.6503 0.18 -0.21 -0.49
H 1.8453 8.0079 -1.4725 0.00 0.35 -0.25
H 3.2405 8.3855 -2.5443 -0.46 -0.35 -0.72
H -0.9579 4.5476 -1.8654 -0.14 -0.29 0.29
H -0.1488 4.4734 -0.3000 0.31 1.49 0.15
H 0.6400 3.8776 -1.7128 0.16 -0.06 -0.19
C -6.8391 3.9375 0.9596 -2.88 1.31 1.19
O -5.9138 3.4008 0.1207 1.16 -1.67 0.50
C -5.9699 3.4787 -1.2081 -1.45 3.40 -1.41
O -6.7153 4.1686 -1.8899 0.24 -1.26 1.17
O -4.9271 2.8686 -1.6221 3.04 -1.81 -1.40
C -4.4037 2.8506 -2.9900 -1.38 -0.31 -0.15
H -6.4538 4.7541 1.5702 0.20 0.54 -0.73
H -7.2853 3.3329 1.7492 0.84 -1.42 -0.13
H -7.7680 4.1616 0.4352 0.26 0.90 -0.34
H -5.1707 2.4628 -3.6604 -0.17 -0.18 0.14
H -3.5730 2.1448 -2.9963 -0.10 0.43 0.33
H -4.1414 3.8050 -3.4466 0.16 0.29 0.86
C -4.4435 -0.9045 2.4868 -1.19 -0.87 0.45
O -4.2573 -0.4120 1.1764 -0.14 0.12 -0.75
C -5.0684 -0.9335 0.2331 -1.87 -3.08 -1.15
O -5.8418 -1.9046 0.3489 1.87 2.66 0.47
O -4.8551 -0.3272 -0.9276 0.95 1.74 1.22
C -5.5483 -0.6061 -2.1275 0.01 -1.46 -0.26
H -4.1608 -0.1564 3.2274 0.17 0.09 -0.32
H -3.9499 -1.8581 2.6741 0.50 0.12 -0.24
H -5.4973 -1.1592 2.5997 -0.10 0.23 0.25
H -5.2917 -1.6334 -2.3864 -0.26 -0.10 -0.24
H -5.1442 0.0339 -2.9119 -0.05 0.18 0.38
H -6.6330 -0.5220 -2.0617 0.10 0.19 0.28
O -2.4373 5.6681 0.8099 -0.14 0.67 -0.89
C -2.7110 4.5736 1.2108 2.61 2.74 -5.15
O -2.6110 3.4825 0.4975 -0.13 -2.37 -2.24
C -3.1536 2.3447 1.2140 -0.31 0.69 -0.56
C -3.4222 2.9956 2.5321 0.25 -0.95 1.81
O -2.8943 4.3362 2.3923 -2.88 -2.38 7.94
H -4.0716 2.0308 0.7172 0.45 -0.15 -0.11
H -2.4366 1.5371 1.3617 0.09 0.19 -0.80
H -2.8821 2.4257 3.2881 0.50 0.62 0.31
H -4.4424 2.9049 2.9050 -0.29 0.95 -0.47
O -2.4171 -3.3004 -3.5284 0.65 -1.28 -0.07
C -1.5494 -4.1383 -3.7441 -3.83 3.87 0.52
O -1.7525 -5.2816 -4.2834 -1.04 -2.75 -1.18
C -0.5290 -6.0505 -4.4325 -1.03 1.18 1.21
C 0.4437 -4.9937 -3.9786 2.57 0.10 -0.34
O -0.3161 -3.8712 -3.5163 3.29 -0.54 0.10
H -0.5762 -6.8365 -3.6787 -0.06 -0.55 -0.74
H -0.4483 -6.2788 -5.4953 0.11 -0.59 0.42
H 1.0876 -4.7653 -4.8279 -0.18 0.86 -0.09
H 1.1708 -5.2749 -3.2168 -0.49 -0.23 0.36
O 6.3350 0.5219 0.7275 -0.51 2.12 2.11
C 5.9930 1.4984 1.3720 -0.84 -0.78 -2.13
O 6.7263 2.3285 2.1143 2.05 -1.22 -0.22
C 6.0861 3.4974 2.4500 -1.59 2.54 -0.13
C 4.6144 3.2232 2.0341 -0.32 -0.68 1.84
O 4.7043 1.9941 1.3416 0.75 -0.84 -0.84
H 6.3244 3.8549 3.4518 -0.63 -1.12 0.61
H 6.3990 4.4216 1.9641 0.71 -0.50 -1.24
H 4.0525 3.9520 1.4500 0.59 0.13 -0.15
H 4.0158 2.9737 2.9102 -0.16 0.41 0.21
O 5.1763 2.7108 -5.8646 -3.13 -1.09 3.53
C 4.3434 2.4525 -4.9333 5.84 2.15 -5.38
O 4.6731 2.3199 -3.7053 1.97 0.16 3.98
C 3.5626 1.9991 -2.8850 -1.52 -1.72 -0.67
C 2.4581 1.7840 -3.9411 0.39 0.01 0.81
O 3.1010 2.3765 -5.0742 -5.28 -0.75 -1.79
H 3.7738 1.0281 -2.4370 0.14 0.38 0.53
H 3.1119 2.7019 -2.1842 1.33 0.60 0.18
H 1.5330 2.2792 -3.6460 0.11 0.21 -0.60
H 2.2531 0.7210 -4.0676 0.04 0.08 -0.57
```
Forces are in eV/Å.

Summary:
SMILES = C[C@H]1COC(=O)O1.C[C@H]1COC(=O)O1.CCOC(=O)OC.COC(=O)OC.COC(=O)OC.COC(=O)OC.COC(=O)OC.O=C1OCCO1.O=C1OCCO1.O=C1OCCO1.O=C1OCCO1
Kohn-Sham gap = 0.3569 Ha
energy above the lowest of the compared OMol25 structures with the same formula, charge and spin = 638.2 kJ/mol

Entry from the OMol25 dataset: a structure of composition C41H53N3O4RbS (ωB97M-V with the def2-TZVPD basis set).

```
103
Properties=species:S:1:pos:R:3:forces:R:3
Rb 0.1389 0.6947 -1.9263 -0.26 -0.41 1.38
C -1.6221 -3.9253 5.2415 0.01 0.01 -0.03
C -0.7274 -4.1535 4.0149 0.00 -0.10 -0.04
C -0.9969 -5.5533 3.4361 0.00 0.05 -0.02
C 0.7322 -4.1137 4.4711 -0.04 0.03 -0.03
C -1.0269 -3.0968 2.9560 0.05 0.03 0.10
C -0.1039 -2.2069 2.5078 -0.01 0.06 -0.07
C -0.3949 -1.2932 1.4474 -0.12 0.14 0.08
N 0.4915 -0.4356 0.9353 0.14 0.01 -0.04
C 1.5312 0.0812 1.5785 -0.05 -0.21 -0.04
C 1.6109 0.2089 3.0023 0.02 0.04 -0.05
C 2.6597 0.8323 3.5950 -0.04 -0.09 0.03
C 3.6678 1.3928 2.7418 0.03 0.01 -0.06
C 3.6760 1.3498 1.3815 0.07 0.24 0.00
C 2.6215 0.5845 0.7091 -0.22 -0.26 0.08
O 2.6304 0.2747 -0.4898 0.15 0.24 0.05
C 4.7802 2.1294 0.6386 -0.02 -0.06 -0.07
C 4.6627 2.1171 -0.8927 0.01 -0.02 0.08
C 4.7269 3.6041 1.0771 -0.01 -0.09 0.04
C 6.1495 1.5368 1.0054 0.02 0.01 0.02
C 2.7966 0.9919 5.1051 0.02 0.05 0.05
C 4.1037 0.3209 5.5591 -0.04 -0.01 -0.10
C 2.8320 2.4793 5.4880 -0.01 -0.01 -0.05
C 1.6388 0.3317 5.8552 0.00 0.01 -0.06
C -1.6946 -1.3355 0.7631 0.22 -0.01 0.07
O -1.9251 -0.6108 -0.2192 -0.19 0.05 -0.21
C -2.6979 -2.2388 1.3410 -0.09 -0.23 -0.03
C -2.3354 -3.0514 2.3719 -0.01 0.08 0.01
C -4.0887 -2.3240 0.7056 0.05 0.12 -0.13
C -5.0125 -3.2899 1.4492 -0.01 0.03 -0.02
C -3.9484 -2.8296 -0.7436 0.01 0.03 0.07
C -4.7649 -0.9399 0.7012 0.06 -0.11 0.03
H -1.4339 -4.6926 5.9983 -0.03 0.01 -0.01
H -2.6809 -3.9591 4.9750 0.04 -0.01 0.03
H -1.4153 -2.9466 5.6811 -0.02 -0.02 0.00
H -0.7550 -6.3286 4.1695 -0.03 0.03 0.00
H -0.3782 -5.7126 2.5493 -0.04 -0.03 0.03
H -2.0428 -5.6748 3.1450 0.05 -0.01 0.01
H 0.9076 -4.9086 5.2001 0.00 0.02 0.01
H 0.9786 -3.1597 4.9446 0.01 -0.03 -0.04
H 1.4109 -4.2713 3.6298 0.01 0.02 0.05
H 0.9185 -2.2328 2.8628 -0.05 0.02 0.03
H 0.7533 -0.1167 3.5754 0.07 -0.05 0.00
H 4.4715 1.9392 3.2289 -0.04 -0.05 -0.02
H 3.6972 2.4930 -1.2275 0.01 -0.01 -0.02
H 4.7875 1.1172 -1.3008 -0.04 0.01 -0.01
H 5.4457 2.7651 -1.3016 -0.03 -0.02 0.03
H 3.7547 4.0331 0.8247 0.04 0.03 0.01
H 5.5047 4.1755 0.5628 -0.03 -0.01 0.01
H 4.8778 3.7175 2.1530 0.00 0.02 -0.04
H 6.1886 0.4794 0.7330 0.02 0.04 0.02
H 6.3542 1.6228 2.0765 -0.01 -0.03 -0.06
H 6.9451 2.0606 0.4654 -0.04 -0.02 0.03
H 4.9692 0.7590 5.0575 -0.01 -0.02 0.05
H 4.0815 -0.7449 5.3173 0.02 0.03 0.03
H 4.2378 0.4326 6.6384 0.01 0.00 -0.01
H 3.6665 2.9972 5.0091 -0.04 -0.01 0.04
H 2.9403 2.5889 6.5709 0.01 0.01 -0.02
H 1.9068 2.9736 5.1821 0.04 -0.01 0.00
H 1.5687 -0.7323 5.6128 -0.02 0.05 0.03
H 0.6852 0.8052 5.6093 0.02 -0.04 0.02
H 1.7963 0.4273 6.9324 -0.01 0.00 -0.02
H -3.0765 -3.7402 2.7633 0.08 0.04 -0.01
H -4.6454 -4.3191 1.4022 -0.03 0.03 0.04
H -5.9983 -3.2657 0.9771 0.03 -0.02 0.02
H -5.1353 -3.0026 2.4978 0.00 -0.04 -0.05
H -3.5116 -3.8326 -0.7532 -0.02 0.04 -0.01
H -3.3047 -2.1639 -1.3153 0.00 -0.01 -0.01
H -4.9304 -2.8768 -1.2270 0.03 0.00 0.04
H -4.9570 -0.6058 1.7248 0.00 0.00 -0.04
H -5.7221 -1.0000 0.1724 0.02 0.01 0.05
H -4.1302 -0.2079 0.2085 -0.01 0.04 0.01
O 0.8082 1.8066 -4.0824 0.07 0.29 -0.98
C -0.0165 1.2017 -4.8065 0.12 0.22 -0.18
O -1.0380 0.5756 -4.4220 0.20 -0.13 -0.17
C 0.2492 1.2401 -6.3131 -0.11 -0.09 0.06
C -0.4760 0.4239 -7.1747 -0.01 0.08 -0.05
C -0.2401 0.4597 -8.5442 0.00 0.00 0.01
C 0.7161 1.3262 -9.0616 0.00 0.00 0.07
C 1.4453 2.1422 -8.2024 -0.04 -0.03 -0.05
C 1.2167 2.0924 -6.8331 0.02 0.02 -0.06
H -1.2240 -0.2289 -6.7413 0.02 0.00 -0.02
H -0.7966 -0.1896 -9.2125 0.00 0.04 0.04
H 0.8931 1.3652 -10.1306 0.01 -0.01 0.03
H 2.1944 2.8137 -8.6085 -0.03 -0.02 0.05
H 1.7764 2.7106 -6.1423 -0.02 -0.03 0.01
C -4.3660 0.1308 -4.1471 0.14 -0.03 0.04
C -3.6848 1.4587 -4.1692 -0.21 -0.07 0.12
C -3.4039 2.1665 -5.2931 0.01 0.23 -0.18
C -2.7048 3.3842 -5.1388 -0.18 -0.07 0.22
N -2.4031 3.8944 -3.9636 0.04 -0.03 -0.04
C -2.7161 3.2164 -2.8306 -0.08 0.05 -0.13
S -2.4077 3.7760 -1.2897 0.07 -0.07 0.01
N -3.3507 1.9961 -2.9780 0.23 0.04 -0.18
C -2.2529 4.1547 -6.3405 0.02 -0.04 -0.02
H -4.6053 -0.1883 -5.1589 0.02 0.00 0.01
H -5.2876 0.1869 -3.5643 0.02 -0.02 0.01
H -3.7099 -0.6133 -3.6881 -0.01 0.05 -0.03
H -3.6450 1.7779 -6.2721 0.03 -0.02 0.05
H -3.4629 1.4611 -2.1283 -0.09 -0.02 0.10
H -2.7536 3.8210 -7.2498 0.01 0.02 0.04
H -1.1800 3.9936 -6.4635 0.02 0.00 -0.02
H -2.4156 5.2198 -6.1826 0.00 -0.02 0.00
```
Forces are in eV/Å.

Summary:
Kohn-Sham gap (spin up / spin down) = 0.2043 / 0.2041 Ha
charge = -1

Entry from the OMol25 dataset: a cluster of 2 separate species, C7H11F2N in total (ωB97M-V with the def2-TZVPD basis set).

```
21
Properties=species:S:1:pos:R:3:forces:R:3
C -0.8324 0.9277 1.3963 1.85 3.85 -2.30
C -1.3164 0.8425 -0.0222 1.22 2.15 0.64
C -1.3601 2.1218 -0.8295 -1.47 -0.66 -0.13
C -1.7604 -0.2674 -0.4600 -2.04 -3.94 -1.04
F -1.8185 -1.4689 0.1915 0.62 1.04 0.29
F -2.4103 -0.5230 -1.5964 0.37 0.76 -0.37
H -0.6049 0.0057 1.7784 0.44 -1.94 1.46
H -1.5772 1.5200 1.8293 -1.54 0.17 1.64
H 0.0193 1.7227 1.4862 -0.78 -1.89 -0.38
H -2.1331 2.0742 -1.6119 -0.09 -0.09 0.42
H -0.4735 2.2276 -1.4365 0.69 0.63 0.49
H -1.6585 2.9308 -0.1317 0.76 -0.09 -0.69
N 1.2496 -2.5143 0.9542 3.54 2.05 0.22
C 1.6155 -1.5668 0.0045 0.03 -1.15 -1.49
C 1.4528 -1.1088 -1.2451 -0.74 0.86 2.09
C 2.6404 -0.5872 -0.4522 0.62 -1.37 0.07
H 0.3033 -2.6681 0.8865 -2.47 -0.86 0.57
H 1.7570 -2.5277 1.8813 -1.23 0.12 -1.79
H 0.8062 -0.4658 -1.8221 -0.31 -0.82 -0.34
H 3.5839 -1.0552 -0.8740 -0.48 1.49 1.16
H 2.5171 0.3802 0.0735 1.03 -0.30 -0.53
```
Forces are in eV/Å.

Summary:
SMILES = CC(C)=C(F)F.NC1=CC1
Kohn-Sham gap = 0.3251 Ha
energy above the lowest of the compared OMol25 structures with the same formula, charge and spin = 393.2 kJ/mol

Entry from the OMol25 dataset: an isolated molecule of C14H14F5NO3 (ωB97M-V with the def2-TZVPD basis set).

```
37
Properties=species:S:1:pos:R:3:forces:R:3
O 2.5523 0.4095 2.9162 0.14 0.16 0.26
C 1.9138 0.0595 1.9479 0.06 0.05 -0.53
C 2.0353 0.7595 0.6013 0.11 0.16 0.12
C 1.1014 1.9731 0.5287 -0.06 -0.13 0.00
C -0.3922 1.6132 0.6310 0.10 0.14 -0.05
C -0.7728 0.6943 -0.4928 -0.13 0.18 0.21
O -0.5032 -0.4745 -0.5709 0.02 -0.25 -0.03
O -1.4472 1.3579 -1.4541 -0.04 0.29 0.06
C -1.7558 0.6525 -2.6348 0.06 -0.53 -0.55
C -0.6960 0.9158 -3.7117 -0.14 0.26 0.25
F -1.1065 0.3769 -4.8875 -0.30 0.13 -0.04
F 0.4737 0.3031 -3.4123 0.15 0.12 0.24
C -0.3904 2.4134 -3.9566 0.39 -0.33 -0.48
F -1.5379 3.1013 -4.0921 -0.45 0.02 -0.11
F 0.2704 2.9337 -2.9079 0.31 0.05 0.29
N 1.0070 -0.9570 1.9419 -0.34 -0.34 -0.38
C 0.6438 -1.7869 3.0005 -0.14 -0.19 0.28
C 1.2600 -1.7778 4.2498 0.09 0.07 0.00
C 0.8412 -2.6434 5.2445 -0.09 -0.11 0.04
C -0.1938 -3.5353 5.0235 0.03 0.01 0.05
C -0.8235 -3.5609 3.7901 0.04 0.11 -0.18
C -0.4015 -2.6939 2.8058 0.02 -0.01 0.15
F -1.0271 -2.7162 1.6012 0.17 0.09 0.09
H 1.8306 0.0668 -0.2145 0.05 0.01 -0.01
H 3.0624 1.1153 0.5100 -0.03 -0.10 0.04
H 1.3415 2.6505 1.3497 0.00 0.04 -0.06
H 1.2745 2.5006 -0.4112 0.03 0.05 0.04
H -0.5881 1.1159 1.5818 -0.08 -0.01 -0.07
H -0.9883 2.5221 0.5621 -0.02 -0.06 0.07
H -1.7864 -0.4269 -2.4393 -0.04 0.24 -0.16
H -2.7202 1.0118 -3.0012 0.16 -0.04 0.10
H 0.2189 2.5465 -4.8636 -0.16 -0.12 0.19
H 0.4987 -1.1211 1.0754 0.14 0.13 0.08
H 2.0650 -1.0852 4.4277 0.00 0.01 -0.02
H 1.3341 -2.6184 6.2042 0.05 0.01 0.08
H -0.5137 -4.2086 5.8032 -0.03 -0.06 0.07
H -1.6345 -4.2407 3.5814 -0.08 -0.05 -0.06
```
Forces are in eV/Å.

Summary:
SMILES = O=C(CCCC(=O)OCC(F)(F)C(F)F)Nc1ccccc1F
Kohn-Sham gap = 0.3390 Ha
energy above the lowest of the compared OMol25 structures with the same formula, charge and spin = 0.0 kJ/mol